[1]
A single C3H3FN2OS molecule at a distorted geometry. Source: the Open Molecules 2025 dataset; level of theory: ωB97M-V/def2-TZVPD.

```
11
Properties=species:S:1:pos:R:3:forces:R:3:lowdin_charge:R:1
O 0.161 2.082 -0.265 -0.51 -4.40 -0.10 0.016
C -0.221 0.664 -0.228 -0.66 3.80 2.54 -0.278
C -1.404 0.065 0.025 -1.95 -2.04 -0.83 -0.137
F -2.647 0.638 0.279 2.07 -1.03 -0.93 0.032
C -1.057 -1.434 -0.110 -2.78 0.74 -1.95 -0.074
N 0.226 -1.555 -0.166 0.55 -0.39 0.84 0.003
N 0.702 -0.314 0.045 1.73 0.72 -1.76 -0.550
S 2.329 0.085 0.051 0.77 -0.47 1.83 0.868
H 1.106 1.908 -0.461 -0.03 1.01 0.12 0.014
H -1.657 -2.309 -0.650 0.90 2.08 2.09 0.156
H 2.462 0.171 1.480 -0.09 -0.02 -1.84 -0.049
```
Positions in Å, forces in eV/Å.

Results
2S+1: 1
SMILES string: Oc1c(F)cnn1S
Highest occupied orbital energy (Eh): -0.34383
Electronic energy (eV): -21736.4978
F_max (Eh/bohr): 0.0898
Relative energy (zero: lowest compared OMol25 entry of this formula, charge and spin) (eV): 3.238

---

[2]
2 unconnected molecules or ions with the total composition C4H6N2O at a distorted geometry. Source: the Open Molecules 2025 dataset; level of theory: ωB97M-V/def2-TZVPD.

```
13
Properties=species:S:1:pos:R:3:forces:R:3:lowdin_charge:R:1
O -2.997 1.168 1.122 0.02 -0.11 -0.23 0.118
C -1.990 0.553 0.513 0.19 -0.12 -0.28 -0.449
C -1.369 -0.062 -0.421 -0.49 0.10 -0.04 0.026
N -0.628 0.313 0.916 0.01 -0.12 0.28 0.050
H -3.773 1.174 0.541 0.20 -0.01 0.08 0.129
H -1.121 -0.488 -1.382 -0.05 0.14 0.37 0.071
H -0.621 -0.519 1.525 0.01 0.14 -0.16 0.070
C 2.335 0.001 -0.240 0.04 0.46 0.35 -0.091
C 1.633 -1.084 -0.932 -0.69 -0.66 -0.36 -0.299
N 1.037 -1.924 -1.464 0.80 0.93 0.56 0.123
H 3.426 -0.139 -0.360 -0.59 0.17 0.13 0.082
H 2.047 0.022 0.839 0.28 -0.16 -0.89 0.080
H 2.020 0.985 -0.656 0.27 -0.76 0.18 0.092
```
Positions in Å, forces in eV/Å.

Results
2S+1: 1
SMILES string: OC1=CN1.CC#N
Highest occupied orbital energy (Eh): -0.30073
Electronic energy (eV): -9268.8797
F_max (Eh/bohr): 0.0262
Relative energy (zero: lowest compared OMol25 entry of this formula, charge and spin) (eV): 4.622

---

[3]
2 unconnected molecules or ions with the total composition C3H12N2O2 at a distorted geometry. Source: the Open Molecules 2025 dataset; level of theory: ωB97M-V/def2-TZVPD.

```
19
Properties=species:S:1:pos:R:3:forces:R:3:lowdin_charge:R:1
N -0.821 -2.206 1.449 1.45 0.15 -0.03 -0.005
C -1.228 -1.352 0.318 0.05 -0.45 -0.59 -0.253
C -0.389 -0.075 0.167 0.17 0.21 -0.74 -0.415
N -0.158 0.380 -1.216 0.02 -0.26 0.09 0.037
C -1.032 1.078 0.935 1.10 0.63 -0.35 -0.200
O -0.229 2.298 0.872 -0.35 -1.74 -0.12 -0.074
H -0.056 -2.805 1.124 -0.68 -0.56 -0.46 0.066
H -0.177 -1.650 2.017 -0.85 0.45 0.57 0.057
H -2.304 -1.170 0.352 0.00 0.46 0.46 0.109
H -1.157 -1.903 -0.625 0.34 -0.19 0.14 0.107
H 0.644 -0.293 0.475 -0.22 -0.06 0.67 0.137
H -1.022 0.639 -1.660 -0.41 0.26 -0.17 0.074
H 0.218 -0.382 -1.769 0.05 -0.05 0.02 0.072
H -1.960 1.247 0.387 -0.39 0.21 0.64 0.121
H -1.110 0.820 1.989 -0.71 -0.15 0.02 0.121
H 0.583 1.868 0.580 0.47 1.06 -0.18 0.057
O 3.672 1.378 -1.945 0.27 0.13 -0.18 -0.060
H 3.672 1.003 -1.060 -0.26 -0.06 -0.14 0.025
H 2.857 1.124 -2.389 -0.04 -0.05 0.35 0.023
```
Positions in Å, forces in eV/Å.

Results
2S+1: 1
SMILES string: NC[C@@H](N)CO.O
Highest occupied orbital energy (Eh): -0.35503
Electronic energy (eV): -10379.8010
F_max (Eh/bohr): 0.0346
Relative energy (zero: lowest compared OMol25 entry of this formula, charge and spin) (eV): 1.749

---

[4]
A molecular structure, C19H35Cl10F10NOSi2. Source: the Open Molecules 2025 dataset; level of theory: ωB97M-V/def2-TZVPD.

```
78
Properties=species:S:1:pos:R:3:forces:R:3:lowdin_charge:R:1
N -1.516 5.034 0.157 0.07 -0.09 0.15 0.010
C -0.824 4.080 -0.728 0.14 0.04 -0.02 -0.279
C 0.683 4.354 -0.807 -0.26 0.08 0.26 -0.243
C 1.018 5.847 -1.099 0.18 -0.35 -0.03 -0.236
Si 2.265 6.436 0.133 -0.33 0.32 -0.25 0.383
F 3.459 5.360 0.212 -0.07 0.03 0.06 -0.154
O 1.503 6.524 1.598 0.63 -0.59 -0.04 -0.353
Si 1.762 5.534 2.917 -0.34 0.19 0.37 0.587
C 0.119 4.749 3.411 0.04 -0.02 -0.27 -0.261
C -0.019 3.274 2.977 -0.30 0.18 0.11 -0.136
C 0.619 2.256 3.928 0.13 0.10 0.11 -0.417
F 1.222 2.873 4.988 -0.15 -0.15 -0.19 0.104
F -0.344 1.442 4.449 0.15 0.14 -0.11 0.111
C 1.723 1.315 3.346 0.01 -0.24 0.18 -0.340
F 1.863 0.256 4.187 0.00 0.33 -0.20 0.146
F 2.898 1.975 3.302 -0.29 -0.18 -0.05 0.141
C 1.434 0.746 1.925 0.07 0.05 -0.17 -0.324
F 0.105 0.553 1.751 0.26 0.11 0.16 0.142
F 1.860 1.630 0.996 -0.10 -0.13 0.16 0.146
C 2.141 -0.610 1.631 -0.10 -0.07 0.13 -0.546
F 3.399 -0.600 2.056 0.04 0.08 -0.03 0.199
F 1.493 -1.620 2.198 0.00 0.06 0.03 0.194
F 2.145 -0.813 0.308 -0.06 -0.06 0.12 0.153
H -2.127 4.548 0.804 -0.04 0.06 -0.15 0.062
H -0.856 5.556 0.723 0.01 -0.01 -0.06 0.029
H -0.978 3.057 -0.363 0.03 0.03 -0.23 0.075
H -1.250 4.153 -1.737 -0.01 -0.08 0.15 0.110
H 1.135 3.697 -1.556 -0.03 0.10 0.07 0.107
H 1.116 4.047 0.160 0.01 0.03 -0.18 0.061
H 1.403 5.973 -2.118 -0.18 0.02 0.13 0.080
H 0.112 6.455 -0.990 0.17 0.03 -0.16 0.077
H 2.912 7.714 -0.201 -0.05 0.04 0.12 0.007
H 2.694 4.443 2.591 0.09 0.03 -0.11 -0.001
H 2.306 6.352 4.020 -0.01 0.03 -0.05 -0.020
H -0.657 5.303 2.868 0.07 0.00 0.22 0.066
H -0.076 4.884 4.477 -0.02 -0.08 -0.10 0.080
H -1.082 3.004 2.936 0.21 -0.05 -0.02 0.132
H 0.365 3.154 1.962 0.01 -0.07 0.12 0.081
Cl -3.006 0.714 -0.310 -0.01 -0.02 0.05 0.552
C -2.065 -0.808 -0.319 0.05 -0.04 0.00 -0.667
C -1.546 -1.146 -1.690 0.08 0.01 -0.01 -0.667
Cl -2.860 -1.607 -2.806 -0.06 0.00 -0.03 0.576
H -2.689 -1.607 0.071 -0.09 0.12 -0.08 0.007
H -1.227 -0.664 0.357 0.01 -0.01 -0.02 0.048
H -0.875 -1.999 -1.621 0.00 0.00 0.02 0.001
H -1.014 -0.311 -2.138 -0.02 0.01 -0.01 0.031
Cl -5.866 -3.886 1.313 0.00 -0.01 -0.01 0.544
C -4.867 -3.899 2.789 -0.02 -0.01 0.04 -0.662
C -3.618 -3.072 2.629 0.00 0.06 0.01 -0.641
Cl -2.480 -3.800 1.464 -0.04 -0.05 0.20 0.546
H -4.627 -4.934 3.018 0.00 -0.01 -0.03 0.067
H -5.476 -3.489 3.593 0.00 0.02 -0.01 0.073
H -3.097 -3.002 3.582 0.00 -0.03 0.00 0.075
H -3.856 -2.068 2.282 0.00 -0.01 -0.02 0.065
Cl 0.808 -7.431 0.743 0.00 0.01 -0.01 0.542
C 1.333 -6.758 -0.824 0.00 -0.05 -0.04 -0.657
C 1.309 -5.254 -0.836 0.05 0.03 0.01 -0.655
Cl -0.356 -4.609 -0.757 0.06 -0.07 -0.09 0.546
H 0.683 -7.170 -1.592 -0.02 0.00 0.01 0.068
H 2.350 -7.105 -0.997 0.01 0.01 0.02 0.075
H 1.738 -4.870 -1.759 0.02 -0.15 0.07 -0.002
H 1.857 -4.841 0.008 -0.04 -0.01 0.03 0.072
Cl -3.383 -5.477 -6.416 0.00 -0.01 -0.01 0.536
C -2.507 -5.725 -4.882 0.00 -0.04 0.05 -0.660
C -1.529 -4.617 -4.597 0.02 0.08 0.04 -0.682
Cl -0.157 -4.613 -5.741 -0.01 -0.08 -0.05 0.520
H -2.009 -6.689 -4.942 0.00 0.00 -0.03 0.066
H -3.253 -5.758 -4.090 0.00 0.03 0.00 0.074
H -1.115 -4.746 -3.598 0.00 -0.02 0.01 0.028
H -2.002 -3.642 -4.652 -0.01 0.01 -0.03 0.028
Cl 1.360 0.564 -3.575 -0.03 0.04 -0.01 0.570
C 2.663 -0.323 -2.742 0.04 -0.02 0.11 -0.647
C 2.933 -1.664 -3.375 0.06 0.02 -0.05 -0.615
Cl 1.574 -2.798 -3.145 0.01 0.21 -0.07 0.606
H 2.374 -0.432 -1.700 0.02 0.05 -0.27 0.035
H 3.558 0.293 -2.800 0.00 0.00 -0.04 0.078
H 3.809 -2.114 -2.911 -0.02 0.00 0.03 0.078
H 3.106 -1.575 -4.445 -0.05 0.00 -0.01 0.072
```
Positions in Å, forces in eV/Å.

Results
2S+1: 1
Highest occupied orbital energy (Eh): -0.34762
Electronic energy (eV): -191969.2273
F_max (Eh/bohr): 0.0169

---

[5]
5 unconnected molecules or ions with the total composition C2H14O4S at a distorted geometry. Source: the Open Molecules 2025 dataset; level of theory: ωB97M-V/def2-TZVPD.

```
21
Properties=species:S:1:pos:R:3:forces:R:3:lowdin_charge:R:1
C -2.836 -0.191 -0.977 1.79 -2.83 -0.63 -0.173
C -2.812 -0.293 0.520 -1.10 -1.17 1.39 -0.578
S -1.859 -1.704 1.317 0.79 1.80 -0.01 0.652
H -3.479 0.552 -1.273 -1.52 1.87 -0.79 0.036
H -3.060 -1.117 -1.592 -0.42 0.64 1.31 0.097
H -1.849 -0.021 -1.375 0.56 0.66 0.08 0.045
H -2.486 0.613 1.032 0.80 -0.08 -0.34 0.061
H -3.820 -0.343 0.964 0.05 -0.40 -0.49 0.058
H -2.531 -2.774 0.989 -0.91 -0.51 -0.53 -0.202
O 1.857 4.152 0.279 0.55 -1.19 0.95 -0.051
H 1.543 4.776 -0.348 -0.40 0.65 -0.99 0.009
H 1.986 3.304 -0.175 -0.14 0.49 0.04 0.041
O 0.602 -0.793 -2.302 2.24 1.93 -0.98 -0.093
H 0.756 -1.730 -2.330 0.14 -0.68 -0.24 0.018
H 1.479 -0.357 -2.645 -2.51 -1.37 1.05 0.107
O 2.614 -0.648 -0.176 -0.69 -0.70 1.11 -0.133
H 1.978 -1.263 -0.613 0.58 0.94 0.85 0.012
H 2.461 -0.714 0.828 0.15 -0.12 -1.99 0.017
O 2.925 -0.805 2.561 -0.82 0.44 0.49 -0.036
H 2.694 0.040 2.975 -0.16 -0.28 -0.01 0.070
H 3.837 -0.682 2.340 1.04 -0.10 -0.27 0.044
```
Positions in Å, forces in eV/Å.

Results
2S+1: 1
SMILES string: CCS.O.O.O.O
Highest occupied orbital energy (Eh): -0.32904
Electronic energy (eV): -21325.5709
F_max (Eh/bohr): 0.0662
Relative energy (zero: lowest compared OMol25 entry of this formula, charge and spin) (eV): 1.442

---

[6]
2 unconnected molecules or ions with the total composition CH6N2OPS at a distorted geometry. Source: the Open Molecules 2025 dataset; level of theory: ωB97M-V/def2-TZVPD.

```
12
Properties=species:S:1:pos:R:3:forces:R:3:lowdin_spin:R:1
C 1.418 -0.432 -0.027 0.75 0.13 0.00 0.124
N 0.458 -1.204 -0.325 -0.54 0.17 -0.13 -0.027
N -0.846 1.455 -0.250 0.13 0.46 -0.14 0.008
O 1.616 0.607 0.722 -4.05 1.44 2.33 0.566
P -1.306 -0.986 0.101 -0.27 -0.65 -0.19 -0.003
S 3.056 -0.018 -0.132 3.91 -1.76 -2.35 1.330
H 0.658 -1.972 -0.963 0.14 0.12 0.11 -0.001
H -0.177 2.037 0.245 -0.06 0.11 -0.06 0.002
H -1.769 1.797 0.003 0.01 -0.02 -0.02 0.001
H -0.742 1.643 -1.244 -0.02 0.11 0.04 0.000
H -1.309 -2.359 0.461 -0.01 -0.18 0.12 -0.001
H -1.058 -0.568 1.407 0.01 0.08 0.29 0.001
```
Positions in Å, forces in eV/Å.

Results
2S+1: 3
Highest occupied orbital energy (alpha / beta) (Eh): -0.47748 / -0.49836
Net charge: +1
Electronic energy (eV): -26274.4228
F_max (Eh/bohr): 0.0951

---

What did the fifth record say?
5 unconnected molecules or ions with the total composition C2H14O4S at a distorted geometry. Source: the Open Molecules 2025 dataset; level of theory: ωB97M-V/def2-TZVPD.

```
21
Properties=species:S:1:pos:R:3:forces:R:3:lowdin_charge:R:1
C -2.836 -0.191 -0.977 1.79 -2.83 -0.63 -0.173
C -2.812 -0.293 0.520 -1.10 -1.17 1.39 -0.578
S -1.859 -1.704 1.317 0.79 1.80 -0.01 0.652
H -3.479 0.552 -1.273 -1.52 1.87 -0.79 0.036
H -3.060 -1.117 -1.592 -0.42 0.64 1.31 0.097
H -1.849 -0.021 -1.375 0.56 0.66 0.08 0.045
H -2.486 0.613 1.032 0.80 -0.08 -0.34 0.061
H -3.820 -0.343 0.964 0.05 -0.40 -0.49 0.058
H -2.531 -2.774 0.989 -0.91 -0.51 -0.53 -0.202
O 1.857 4.152 0.279 0.55 -1.19 0.95 -0.051
H 1.543 4.776 -0.348 -0.40 0.65 -0.99 0.009
H 1.986 3.304 -0.175 -0.14 0.49 0.04 0.041
O 0.602 -0.793 -2.302 2.24 1.93 -0.98 -0.093
H 0.756 -1.730 -2.330 0.14 -0.68 -0.24 0.018
H 1.479 -0.357 -2.645 -2.51 -1.37 1.05 0.107
O 2.614 -0.648 -0.176 -0.69 -0.70 1.11 -0.133
H 1.978 -1.263 -0.613 0.58 0.94 0.85 0.012
H 2.461 -0.714 0.828 0.15 -0.12 -1.99 0.017
O 2.925 -0.805 2.561 -0.82 0.44 0.49 -0.036
H 2.694 0.040 2.975 -0.16 -0.28 -0.01 0.070
H 3.837 -0.682 2.340 1.04 -0.10 -0.27 0.044
```
Positions in Å, forces in eV/Å.

Results
2S+1: 1
SMILES string: CCS.O.O.O.O
Highest occupied orbital energy (Eh): -0.32904
Electronic energy (eV): -21325.5709
F_max (Eh/bohr): 0.0662
Relative energy (zero: lowest compared OMol25 entry of this formula, charge and spin) (eV): 1.442

---

- What is the F_max in the sixth record?
  0.0951 Eh/bohr

---

- Among the records above, which one has the highest F_max?
  CH6N2OPS